The following is a DFT calculation (ωB97M-V/def2-TZVPD) of a molecular structure, C38H52N2O2P2Sc at a distorted geometry.

Structure (XYZ):
```
97
Properties=species:S:1:pos:R:3
Sc 0.423 -1.220 0.926
P -1.100 1.112 -5.472
P 0.979 -0.904 -4.707
O -1.270 2.482 1.113
O 2.052 -0.491 1.971
N 0.643 2.711 2.464
N 0.421 0.867 1.228
C 0.504 -2.232 -5.841
C -1.905 -1.633 1.669
C 5.394 1.963 3.067
C 1.420 0.640 2.089
C -1.233 2.832 -5.973
C -1.398 -2.725 0.885
C 4.077 1.531 2.845
C -2.213 0.163 -6.541
C -1.099 1.612 -2.887
C 0.669 -2.977 4.018
C -1.957 -3.231 -0.398
C -3.207 -0.281 -1.961
C -2.840 -0.701 -3.412
C 5.628 3.212 3.656
C -2.201 1.996 -1.944
C 4.540 4.020 4.022
C -1.570 -1.346 -3.694
C 2.999 2.339 3.192
C -0.353 -3.356 1.654
C 0.620 0.668 -5.594
C -0.298 1.785 6.450
C -1.498 -0.751 4.071
C 1.308 -0.025 6.439
C 3.228 3.577 3.806
C -3.218 1.182 -1.625
C 0.281 0.679 7.074
C 0.420 -4.570 1.293
C 1.736 0.353 5.161
C 0.125 2.170 5.174
C -0.221 -2.646 2.881
C 2.761 -0.959 -4.592
C -0.230 0.431 -2.416
C 1.105 1.418 4.509
C -3.045 -0.729 1.390
C 1.566 1.799 3.092
C -1.184 -1.595 2.894
C -0.195 2.094 1.540
C -0.253 -0.868 -3.320
H -0.503 0.142 -1.379
H -1.637 -2.293 -4.238
H 4.724 4.989 4.496
H 0.948 -4.038 3.985
H -0.323 3.047 4.707
H -1.089 2.352 6.944
H 2.398 4.196 4.147
H -1.813 -4.319 -0.492
H -1.384 2.852 -7.059
H -0.313 3.369 -5.706
H -1.485 -2.757 -1.277
H 1.592 -2.375 3.981
H -3.713 -1.165 0.637
H 3.214 -0.658 -5.548
H 0.603 -5.156 2.204
H -2.706 0.268 1.045
H -4.026 1.514 -0.951
H -4.237 -0.634 -1.830
H -1.616 1.312 -3.868
H -0.703 -0.008 4.224
H -2.987 0.180 -4.057
H 6.217 1.307 2.786
H -2.447 -0.214 3.936
H 2.568 -0.153 4.661
H 0.892 0.550 -6.661
H 3.880 0.548 2.433
H 0.819 0.787 -2.393
H 1.399 -4.324 0.850
H -3.621 -0.577 2.317
H -2.588 -0.820 -1.223
H -0.443 2.484 -3.083
H 3.091 -1.980 -4.373
H -2.201 3.036 -1.604
H -0.069 0.356 8.058
H -2.087 3.309 -5.470
H -3.254 0.235 -6.189
H -0.137 -5.177 0.570
H 1.192 -3.069 -5.674
H 6.654 3.541 3.833
H 1.250 1.479 -5.177
H -0.509 -2.619 -5.711
H 0.270 -1.655 -2.719
H -2.152 0.620 -7.540
H -1.933 -0.897 -6.604
H -1.546 -1.360 4.989
H 3.138 -0.283 -3.821
H -3.035 -3.012 -0.439
H -3.625 -1.400 -3.779
H 0.382 3.610 2.852
H 0.588 -1.909 -6.885
H 1.795 -0.873 6.928
H 0.162 -2.755 4.968
```

Output
E_LUMO (spin up / spin down) ... -3.2652 / -3.2650 eV
Net charge ... +1
Total energy ... -86594.443 eV
Highest occupied orbital energy (spin up / spin down) ... -7.4 / -7.4 eV
Frontier orbital gap (spin up / spin down) ... 4.116 / 4.116 eV
Spin multiplicity ... 1

Atom charges from the Löwdin analysis, given in e for atoms 1 to 4: number 1, Sc, carries 1.219; number 2, P, carries 0.797; number 3, P, carries 0.915; number 4, O, carries 0.098